No. 1
{"formula": "C5H8N2", "method": "ωB97M-V/def2-TZVPD", "gap_ev": 9.92, "e_homo_ev": -8.9, "de_lowest_kj_mol": 63.0, "charge": 0, "e_lumo_ev": 1.0, "symbols": ["C", "C", "C", "N", "N", "C", "C", "H", "H", "H", "H", "H", "H", "H", "H"], "xyz": [[2.43418, -0.30278, -0.01359], [1.00451, 0.08891, 0.20416], [0.44308, 1.34941, 0.53261], [-0.88032, 1.32328, 0.53685], [-1.20183, 0.04956, 0.25641], [-2.49250, -0.22002, -0.33550], [-0.09867, -0.70958, 0.03238], [2.93048, 0.38034, -0.71217], [2.48904, -1.30608, -0.44976], [3.01881, -0.30867, 0.91163], [0.96012, 2.27872, 0.74219], [-2.47960, 0.13658, -1.36897], [-3.27728, 0.29606, 0.21893], [-2.66963, -1.29814, -0.33170], [-0.18040, -1.75759, -0.22346]], "atomic_forces_ev_per_a": [[0.1, 0.0, 0.0], [-0.1, 0.0, -0.1], [0.1, 0.1, 0.0], [0.2, -0.1, -0.1], [0.1, 0.0, -0.2], [-0.1, -0.1, 0.0], [0.1, 0.0, 0.0], [-0.1, -0.1, 0.1], [0.0, 0.2, 0.1], [-0.1, 0.0, -0.1], [-0.1, -0.2, 0.0], [-0.2, 0.0, 0.1], [0.1, -0.1, 0.0], [0.0, 0.2, 0.1], [0.0, 0.1, 0.0]]}

No. 2
{"formula": "C4H10F6Li3N3O14S6", "method": "ωB97M-V/def2-TZVPD", "gap_ev": [2.82, 8.38], "spin_multiplicity": 2, "e_homo_ev": [-1.2, -6.8], "charge": -1, "e_lumo_ev": [1.6, 1.6], "symbols": ["Li", "Li", "Li", "N", "S", "O", "O", "F", "S", "O", "O", "F", "N", "S", "O", "O", "F", "S", "O", "O", "F", "N", "S", "O", "O", "F", "S", "O", "O", "F", "C", "O", "C", "C", "O", "C", "H", "H", "H", "H", "H", "H", "H", "H", "H", "H"], "xyz": [[-0.04986, -1.45520, 0.21187], [-1.61161, -2.95294, -1.00616], [0.26192, 1.33249, 0.82930], [0.32677, -3.27468, -0.45564], [0.60627, -4.69575, 0.51387], [1.75703, -4.62418, 1.46008], [0.28521, -6.04113, -0.03636], [-0.73369, -4.41252, 1.39078], [1.38144, -3.64175, -1.45773], [0.84459, -4.47210, -2.54834], [2.77780, -3.65308, -1.08327], [1.25383, -2.18692, -2.08037], [-1.76610, -1.11186, -0.67635], [-2.69242, -0.09895, 0.40561], [-4.04030, 0.30717, 0.02373], [-1.85572, 0.85179, 1.13016], [-3.02303, -1.23613, 1.51056], [-2.31908, -0.38490, -1.96296], [-2.25211, 1.05202, -1.98254], [-3.40867, -1.02201, -2.64363], [-1.04423, -0.80949, -2.80874], [1.11717, -0.31959, 1.23313], [2.79609, -0.29238, 0.98241], [3.14316, -1.18721, -0.12851], [3.73769, -0.15004, 2.07728], [2.81313, 1.18832, 0.24739], [1.24985, -0.84778, 2.73615], [1.39268, 0.12130, 3.77372], [1.82835, -2.17033, 2.88163], [-0.32997, -1.16838, 2.77415], [1.22509, 1.19431, -2.12196], [0.39915, 1.75715, -1.05855], [0.31471, 3.16523, -1.07651], [-0.76038, 3.76968, -0.17472], [-0.51841, 3.22445, 1.09055], [-1.42500, 3.77585, 2.02890], [0.75860, 1.47784, -3.06541], [1.09211, 0.11516, -2.04552], [2.28139, 1.46124, -2.15481], [0.25699, 3.60907, -2.07038], [1.34166, 3.36025, -0.76755], [-1.73728, 3.63041, -0.63773], [-0.47365, 4.81907, -0.10646], [-1.64673, 4.82419, 1.82911], [-1.11617, 3.78948, 3.07414], [-2.43827, 3.38284, 1.94568]], "atomic_forces_ev_per_a": [[0.4, -0.5, -0.2], [0.3, -1.3, -0.2], [-0.8, 0.8, -0.1], [-4.5, 0.2, 5.3], [3.3, -3.3, 0.3], [-3.2, 0.4, -1.3], [-0.5, 2.2, 1.0], [0.0, 0.4, 0.2], [4.0, -2.6, -4.9], [0.9, 1.0, 1.2], [-0.9, -0.3, -0.6], [0.3, 1.7, -1.4], [-1.5, 1.5, 2.7], [-2.2, 0.5, 2.5], [1.6, -0.6, 0.5], [-0.1, -1.2, -0.8], [0.8, 0.5, -0.9], [0.8, 1.1, -4.9], [-0.1, -0.7, 0.4], [0.5, -0.1, 1.0], [-0.2, -0.1, -0.5], [4.0, 0.4, 0.8], [3.4, -0.6, -5.4], [-1.1, 2.1, 2.8], [-2.3, 0.1, -1.1], [-0.1, -0.7, 1.0], [-3.0, -3.7, 4.2], [0.3, 0.3, -0.8], [-0.3, 2.4, -0.6], [-0.1, 0.0, 0.0], [-1.4, -0.2, -0.2], [-0.4, -1.0, -0.5], [1.4, 0.3, -0.3], [2.2, -0.4, -1.2], [-0.7, -0.1, 1.2], [-1.2, 0.9, 0.4], [0.0, 0.1, -0.1], [0.4, 0.1, 0.1], [-0.1, 0.3, 0.6], [-0.5, -0.4, -0.4], [0.0, 1.4, 0.6], [-0.3, -0.2, 0.6], [-0.5, 0.4, -0.3], [0.6, 0.4, -0.4], [0.5, -0.7, -0.3], [0.2, -0.9, 0.0]]}

No. 3
{"formula": "C5H9NO", "method": "ωB97M-V/def2-TZVPD", "gap_ev": 11.09, "e_homo_ev": -10.1, "de_lowest_kj_mol": 90.0, "charge": 0, "e_lumo_ev": 1.0, "symbols": ["H", "N", "C", "C", "C", "C", "C", "O", "H", "H", "H", "H", "H", "H", "H", "H"], "xyz": [[2.39771, 1.73498, 0.49023], [2.37263, 0.71334, 0.54730], [1.36323, 0.33069, -0.11313], [0.88326, -1.09323, -0.19267], [-0.55441, -1.16527, 0.35655], [-1.42441, -0.05891, -0.24810], [-0.72226, 1.28184, -0.11369], [0.54762, 1.23184, -0.76624], [0.89890, -1.41902, -1.24123], [1.55983, -1.73249, 0.37916], [-0.52014, -1.04117, 1.44740], [-0.98933, -2.15089, 0.15913], [-1.59147, -0.24973, -1.31490], [-2.40380, -0.01741, 0.24035], [-0.54503, 1.53156, 0.94486], [-1.27233, 2.10388, -0.57500]], "atomic_forces_ev_per_a": [[0.2, -0.1, 0.0], [-0.4, -0.1, -0.4], [0.4, 0.0, 0.3], [0.0, 0.0, 0.0], [-0.1, 0.0, 0.0], [0.0, 0.0, 0.0], [-0.3, 0.0, 0.1], [0.2, 0.0, 0.0], [0.0, 0.1, 0.1], [-0.1, 0.1, -0.1], [0.0, 0.0, -0.2], [0.1, 0.1, 0.0], [0.0, 0.0, 0.1], [0.1, 0.0, 0.0], [-0.2, 0.0, -0.1], [0.0, -0.1, 0.0]]}

No. 4
{"formula": "C10H21MoN3O5", "method": "ωB97M-V/def2-TZVPD", "gap_ev": 9.54, "e_homo_ev": -22.9, "de_lowest_kj_mol": 33.1, "charge": 4, "e_lumo_ev": -13.4, "symbols": ["Mo", "O", "C", "C", "N", "C", "C", "O", "O", "C", "C", "O", "O", "H", "H", "H", "H", "H", "H", "H", "H", "H", "C", "C", "C", "C", "N", "N", "H", "H", "H", "H", "H", "H", "H", "H", "H", "H", "H", "H"], "xyz": [[-0.21550, 0.01648, -0.59484], [0.21490, -0.78420, -2.51499], [-0.07805, -2.13319, -3.04243], [-1.55926, -2.46713, -3.13810], [-2.26071, -2.88740, -1.88625], [-1.90452, -4.22958, -1.44108], [-1.09130, -4.20838, -0.18178], [-0.48751, -4.21863, 0.74540], [0.21452, -1.33891, 0.27750], [-3.70976, -2.73017, -1.98490], [-4.17830, -1.32714, -1.81188], [-4.64010, -0.32457, -1.73506], [-1.87507, 0.05556, -0.82637], [0.72456, -0.28318, -3.16929], [0.51172, -2.83996, -2.45759], [0.31280, -2.13983, -4.05949], [-1.63361, -3.27004, -3.88251], [-2.08877, -1.61039, -3.55925], [-1.30207, -4.80639, -2.15765], [-2.75397, -4.87724, -1.18567], [-4.25025, -3.26312, -1.19201], [-4.16015, -3.03767, -2.94454], [1.61314, 2.46866, 4.35165], [2.38453, 3.23555, 3.37847], [1.97684, 4.59437, 3.04737], [3.69356, 2.75081, 2.95302], [0.43319, 1.69339, 0.28879], [1.08731, 1.67388, -0.97702], [2.12436, 2.67570, 5.31178], [1.70444, 1.39119, 4.22147], [0.58560, 2.80178, 4.46978], [2.37601, 5.18569, 3.89765], [0.90080, 4.75524, 3.08766], [2.44737, 5.00625, 2.15783], [4.37154, 3.12820, 3.74423], [4.05638, 3.20428, 2.03301], [3.79663, 1.66816, 2.97691], [-0.27342, 2.43303, 0.30593], [2.10017, 1.61784, -0.88076], [0.83194, 2.42104, -1.62499]], "atomic_forces_ev_per_a": [[-0.2, -0.1, 0.0], [0.0, 0.0, -0.1], [0.0, 0.0, 0.0], [0.0, 0.0, 0.0], [0.0, -0.1, -0.1], [0.0, 0.0, 0.2], [0.0, 0.0, -0.1], [0.0, 0.0, 0.0], [0.0, 0.0, 0.0], [0.0, 0.1, 0.1], [0.0, -0.1, 0.0], [0.0, 0.0, 0.0], [0.0, 0.1, 0.0], [0.0, 0.0, 0.0], [0.0, 0.0, 0.1], [0.0, 0.0, 0.0], [0.0, 0.0, 0.0], [0.0, 0.0, 0.1], [0.0, 0.0, 0.0], [0.0, 0.0, 0.0], [0.0, 0.0, 0.0], [0.0, 0.0, 0.0], [0.0, 0.0, -0.1], [0.3, 0.4, 0.6], [0.0, 0.0, 0.0], [0.0, 0.0, 0.0], [-0.1, -0.4, -0.4], [0.0, 0.2, 0.0], [0.0, 0.0, 0.0], [0.0, 0.0, 0.0], [0.0, 0.0, 0.0], [0.0, 0.0, 0.0], [0.0, 0.0, 0.0], [0.0, 0.0, 0.0], [0.0, 0.0, 0.0], [0.0, 0.0, 0.0], [0.0, 0.0, 0.0], [0.1, 0.1, 0.1], [0.0, 0.0, 0.0], [0.0, 0.0, 0.0]]}

| no. | calculated total energy (Eh) |
| --- | --- |
| 1 | -304.8115 |
| 2 | -4386.9841 |
| 3 | -325.9033 |
| 4 | -1000.5996 |